Entry 1:
Below is a structure of composition C25H42CrN6S3Si2, with properties calculated with ωB97M-V/def2-TZVPD.

molecular weight = 631.0 g mol⁻¹
Kohn-Sham gap (spin up / spin down) = 7.3 / 6.8 eV
⟨S²⟩ = 0.770
energy relative to the best compared isomer or geometry (same formula, charge and spin) = 0.0 kcal/mol
LUMO energy (spin up / spin down) = -3.397 / -3.872 eV

```
! RIJCOSX wB97M-V def2-TZVPD def2/J DEFGRID3
* xyz 1 2
Cr 0.146 0.362 -0.679
C -0.173 4.593 2.506
S 1.117 3.390 2.870
C 0.691 2.049 1.850
S -0.712 2.041 0.821
N 1.498 1.036 1.905
N 1.036 0.029 1.102
C 1.091 -1.148 1.587
C 0.402 -2.166 0.825
C 0.348 -3.492 1.218
C -0.385 -4.385 0.457
C -1.047 -3.908 -0.663
C -0.954 -2.566 -0.981
N -0.244 -1.690 -0.261
H 0.031 5.433 3.168
H -1.159 4.193 2.729
H -0.124 4.928 1.473
H 1.543 -1.330 2.555
H 0.885 -3.804 2.104
H -0.440 -5.431 0.730
H -1.637 -4.561 -1.291
H -1.475 -2.168 -1.839
C 3.337 2.318 -0.441
Si 3.498 0.612 -1.215
C 4.190 -0.674 -0.035
C 4.776 0.861 -2.573
C 1.845 0.030 -1.956
C 1.297 1.170 -2.707
C 1.370 1.506 -4.067
C 0.806 2.693 -4.482
C 0.131 3.515 -3.573
C 0.018 3.095 -2.271
N 0.592 1.952 -1.864
Si 1.972 -1.568 -2.962
C 0.388 -1.765 -3.976
C 2.302 -3.059 -1.861
C 3.348 -1.612 -4.247
H 4.053 2.410 0.383
H 2.353 2.567 -0.050
H 3.598 3.074 -1.189
H 4.949 -0.210 0.603
H 4.680 -1.476 -0.594
H 3.445 -1.129 0.619
H 5.552 1.536 -2.195
H 4.345 1.337 -3.459
H 5.268 -0.060 -2.886
H 1.897 0.864 -4.760
H 0.888 2.995 -5.520
H -0.309 4.451 -3.886
H -0.529 3.646 -1.520
H -0.506 -1.341 -3.514
H 0.198 -2.822 -4.188
H 0.506 -1.264 -4.942
H 2.107 -2.880 -0.804
H 3.355 -3.344 -1.945
H 1.710 -3.922 -2.178
H 3.435 -0.714 -4.861
H 3.134 -2.450 -4.921
H 4.323 -1.802 -3.796
C -6.675 -1.480 -1.388
C -5.781 -0.460 -0.708
N -4.419 -0.528 -1.261
C -3.269 -0.151 -0.677
S -2.052 0.476 -1.715
N -3.057 -0.261 0.628
C -3.702 -1.165 1.586
C -4.465 -0.426 2.676
H -7.689 -1.408 -0.997
H -6.309 -2.494 -1.219
H -6.722 -1.305 -2.465
H -5.754 -0.632 0.359
H -6.168 0.550 -0.860
H -4.381 -0.477 -2.268
H -2.222 0.219 0.956
H -2.902 -1.756 2.038
H -4.327 -1.866 1.039
H -3.787 0.211 3.246
H -4.922 -1.137 3.365
H -5.248 0.210 2.262
*
```



Entry 2:
Below is a cluster of 2 separate species, C25H42F3N4O5 in total at a distorted geometry, with properties calculated with ωB97M-V/def2-TZVPD.

molecular weight = 535.6 g mol⁻¹
Kohn-Sham gap = 5.1 eV
LUMO energy = 1.466 eV

```
! RIJCOSX wB97M-V def2-TZVPD def2/J DEFGRID3
* xyz -1 1
C -0.887 4.337 -1.003
C -1.074 4.683 -2.475
C -1.587 3.486 -3.302
C -0.930 3.426 -4.684
C -1.217 2.155 -5.476
C -0.631 0.863 -4.884
C 0.891 0.868 -4.896
C 1.566 -0.412 -4.366
C 0.846 -1.147 -3.239
C 0.614 -0.342 -1.942
C 1.368 -0.909 -0.722
C 0.524 -1.068 0.567
C -0.357 0.090 0.761
N -1.067 0.983 0.937
C -0.263 -2.390 0.623
C -1.171 -2.736 -0.560
N -2.517 -2.133 -0.427
C -3.536 -3.205 -0.314
C -4.974 -2.710 -0.422
C -2.842 -1.309 -1.578
C -3.429 0.037 -1.259
O -2.636 -1.683 -2.716
C 1.508 -1.040 1.801
C 2.740 -1.794 1.493
N 3.756 -2.266 1.216
O 0.837 -1.520 2.951
N 1.472 -2.708 3.554
O 0.671 -3.437 3.945
H -1.823 3.996 -0.558
H -0.184 3.507 -0.897
H -0.494 5.170 -0.422
H -0.143 5.066 -2.895
H -1.811 5.488 -2.547
H -2.662 3.615 -3.434
H -1.387 2.558 -2.764
H 0.139 3.616 -4.580
H -1.324 4.264 -5.270
H -0.826 2.254 -6.493
H -2.302 2.036 -5.541
H -0.990 0.019 -5.477
H -1.020 0.735 -3.872
H 1.291 1.733 -4.364
H 1.204 0.978 -5.938
H 2.590 -0.165 -4.075
H 1.650 -1.117 -5.198
H -0.109 -1.510 -3.627
H 1.431 -2.043 -3.023
H 0.900 0.698 -2.105
H -0.459 -0.325 -1.760
H 2.184 -0.222 -0.497
H 1.775 -1.892 -0.945
H -0.904 -2.352 1.503
H 0.438 -3.211 0.788
H -0.728 -2.511 -1.527
H -1.289 -3.821 -0.538
H -3.409 -3.652 0.672
H -3.359 -3.956 -1.090
H -5.119 -1.764 0.096
H -5.641 -3.434 0.044
H -5.288 -2.592 -1.459
H -2.639 0.781 -1.187
H -3.928 -0.004 -0.294
H -4.159 0.303 -2.022
H 1.786 -0.003 1.997
C 3.220 -1.276 5.753
C 3.810 0.132 5.704
O 3.133 1.106 6.449
C 3.467 1.203 7.893
O 4.723 1.182 8.185
C 2.675 0.120 8.695
F 1.412 -0.115 8.227
F 2.504 0.542 9.971
F 3.265 -1.087 8.785
H 2.130 -1.230 5.711
H 3.591 -1.861 4.906
H 3.501 -1.806 6.660
H 3.742 0.481 4.664
H 4.874 0.118 5.964
H 2.890 2.130 8.146
*
```



Entry 3:
Below is a structure of composition C25H42N2O4SSi2Sm, with properties calculated with ωB97M-V/def2-TZVPD.

molecular weight = 673.2 g mol⁻¹
Kohn-Sham gap (spin up / spin down) = 7.5 / 8.1 eV
⟨S²⟩ = 8.763
energy relative to the best compared isomer or geometry (same formula, charge and spin) = 0.0 kcal/mol
LUMO energy (spin up / spin down) = -2.699 / -2.076 eV

```
! RIJCOSX wB97M-V def2-TZVPD def2/J DEFGRID3
* xyz 1 6
Sm -0.495 0.310 0.688
C -0.915 -2.703 -0.775
C 0.311 -3.141 -0.001
O 0.727 -2.001 0.744
C 1.923 -2.148 1.512
C 1.622 -1.698 2.922
O 0.936 -0.443 2.876
C 0.158 -0.230 4.059
C -1.116 -1.080 4.024
O -1.549 -1.252 2.669
C -1.940 -2.580 2.359
C -2.577 -2.563 0.987
O -1.772 -1.886 0.016
H -1.462 -3.567 -1.170
H -0.625 -2.073 -1.613
H 1.088 -3.463 -0.700
H 0.105 -3.968 0.687
H 2.710 -1.552 1.048
H 2.243 -3.193 1.523
H 2.550 -1.590 3.494
H 0.994 -2.438 3.425
H -0.078 0.830 4.084
H 0.753 -0.478 4.944
H -1.903 -0.580 4.594
H -0.948 -2.066 4.466
H -2.683 -2.943 3.079
H -1.070 -3.245 2.409
H -3.519 -2.017 1.028
H -2.784 -3.583 0.648
C 0.827 -1.422 -3.506
Si 2.069 -0.374 -2.527
C 3.171 0.455 -3.816
C 3.274 -1.561 -1.706
C 1.191 0.752 -1.299
C 0.115 1.576 -1.909
C 0.014 2.027 -3.241
C -1.027 2.841 -3.618
C -2.000 3.221 -2.693
C -1.892 2.719 -1.420
N -0.882 1.913 -1.060
Si 2.341 1.879 -0.352
C 1.349 3.004 0.778
C 3.505 0.956 0.802
C 3.389 2.984 -1.444
H 1.148 -1.511 -4.544
H -0.179 -1.000 -3.520
H 0.767 -2.442 -3.124
H 3.567 -0.347 -4.447
H 4.026 0.960 -3.373
H 2.687 1.165 -4.480
H 3.596 -2.286 -2.456
H 2.858 -2.117 -0.869
H 4.175 -1.055 -1.357
H 0.769 1.760 -3.956
H -1.082 3.199 -4.638
H -2.815 3.878 -2.959
H -2.617 2.943 -0.647
H 0.811 2.516 1.602
H 0.617 3.614 0.251
H 2.051 3.675 1.278
H 2.989 0.556 1.676
H 4.238 1.672 1.177
H 4.061 0.149 0.323
H 2.836 3.362 -2.304
H 4.269 2.465 -1.819
H 3.739 3.843 -0.869
S -1.761 2.013 2.507
C -3.200 1.401 1.723
C -4.499 1.749 2.126
C -5.568 1.293 1.394
C -5.353 0.494 0.266
C -4.054 0.173 -0.056
N -3.010 0.604 0.662
H -4.632 2.385 2.989
H -6.574 1.565 1.684
H -6.172 0.139 -0.341
H -3.818 -0.445 -0.915
*
```



Entry 4:
Below is a cluster of 3 separate species, C25H42N5O4S in total at a distorted geometry, with properties calculated with ωB97M-V/def2-TZVPD.

molecular weight = 508.7 g mol⁻¹
Kohn-Sham gap (spin up / spin down) = 4.9 / 5.5 eV
⟨S²⟩ = 2.009
LUMO energy (spin up / spin down) = -5.527 / -5.527 eV

```
! RIJCOSX wB97M-V def2-TZVPD def2/J DEFGRID3
* xyz 1 3
O -2.168 4.214 2.771
C -1.064 4.820 2.850
N 0.147 5.319 3.120
C 0.439 4.915 4.548
N 0.512 3.500 4.779
N 0.725 3.030 6.013
C 0.868 3.987 7.048
S 1.104 3.225 8.760
C 0.872 5.559 7.045
C 0.618 6.106 5.551
C 0.541 7.675 5.202
C -0.807 8.331 5.839
O -1.947 8.129 5.308
H 0.385 2.819 3.992
H -0.113 2.725 9.215
H 1.021 6.250 7.950
H 0.576 7.918 4.081
H 1.433 8.173 5.762
H -0.744 8.983 6.803
C 4.103 -0.202 0.383
C 2.708 -0.074 1.047
C 1.770 -1.122 0.408
C 1.418 -0.779 -1.038
C 0.851 0.633 -1.153
C 1.662 1.731 -0.422
N 2.161 1.316 0.925
O 1.110 1.424 1.802
C 2.870 2.189 -1.274
C 0.760 3.001 -0.379
C 2.992 -0.452 2.528
H 4.620 -1.101 0.731
H 4.074 -0.294 -0.700
H 4.742 0.653 0.640
H 0.844 -1.208 0.989
H 2.235 -2.114 0.436
H 2.291 -0.885 -1.688
H 0.678 -1.496 -1.409
H 0.749 0.886 -2.214
H -0.170 0.606 -0.751
H 3.464 2.934 -0.735
H 2.538 2.657 -2.207
H 3.534 1.382 -1.574
H -0.218 2.805 0.073
H 0.562 3.376 -1.387
H 1.239 3.812 0.184
H 3.744 0.221 2.958
H 3.381 -1.471 2.601
H 2.105 -0.416 3.165
C -3.141 -5.954 -2.806
C -2.960 -4.422 -2.646
C -3.976 -3.715 -3.569
C -3.629 -3.880 -5.046
C -2.198 -3.434 -5.334
C -1.126 -3.993 -4.366
N -1.552 -3.998 -2.933
O -1.402 -2.718 -2.457
C -0.717 -5.431 -4.762
C 0.176 -3.174 -4.618
C -3.340 -4.181 -1.157
H -4.056 -6.292 -2.311
H -3.238 -6.286 -3.837
H -2.309 -6.500 -2.344
H -4.026 -2.646 -3.331
H -4.985 -4.109 -3.393
H -3.770 -4.915 -5.368
H -4.321 -3.281 -5.648
H -1.947 -3.702 -6.366
H -2.186 -2.337 -5.297
H 0.010 -5.837 -4.050
H -0.242 -5.448 -5.749
H -1.548 -6.128 -4.829
H 0.017 -2.096 -4.520
H 0.552 -3.338 -5.632
H 0.971 -3.465 -3.921
H -2.692 -4.769 -0.496
H -4.372 -4.487 -0.966
H -3.268 -3.134 -0.854
*
```



Entry 5:
Below is a structure of composition C25H42N5OPrSi at a distorted geometry, with properties calculated with ωB97M-V/def2-TZVPD.

molecular weight = 597.6 g mol⁻¹
Kohn-Sham gap (spin up / spin down) = 7.5 / 7.8 eV
⟨S²⟩ = 2.004
LUMO energy (spin up / spin down) = -5.447 / -5.108 eV

```
! RIJCOSX wB97M-V def2-TZVPD def2/J DEFGRID3
* xyz 2 3
Pr -14.269 -1.804 8.710
C -14.634 -1.334 12.579
C -15.157 -0.076 11.802
N -14.338 0.119 10.567
C -14.732 1.379 9.880
C -14.587 1.291 8.413
N -15.388 0.256 7.737
C -16.827 0.664 7.709
C -17.859 0.090 8.707
C -18.139 -1.416 8.533
N -17.087 -2.335 9.124
C -17.364 -2.587 10.543
C -16.365 -3.527 11.122
N -14.953 -3.108 10.728
C -14.110 -2.524 11.788
H -15.575 -1.564 13.122
H -13.837 -1.107 13.260
H -15.120 0.837 12.412
H -16.239 -0.205 11.547
H -13.385 0.210 10.916
H -13.992 2.109 10.206
H -15.722 1.698 10.174
H -13.503 1.197 8.059
H -14.818 2.239 8.001
H -15.030 0.287 6.746
H -17.231 0.441 6.706
H -16.841 1.760 7.786
H -18.824 0.647 8.540
H -17.762 0.389 9.790
H -18.133 -1.594 7.459
H -19.130 -1.661 8.921
H -17.135 -3.119 8.505
H -18.351 -3.045 10.589
H -17.308 -1.604 11.082
H -16.557 -4.527 10.804
H -16.433 -3.527 12.199
H -14.450 -4.008 10.475
H -13.206 -2.163 11.291
H -13.765 -3.257 12.514
C -13.646 -5.704 6.138
Si -13.463 -3.809 6.233
C -15.331 -3.393 6.379
C -12.666 -3.252 4.630
N -12.795 -3.127 7.677
C -11.541 -3.478 8.144
C -10.884 -4.675 7.890
C -9.631 -4.949 8.493
C -9.072 -4.103 9.431
C -9.713 -2.915 9.712
C -10.897 -2.609 9.075
O -11.602 -1.449 9.441
C -11.154 -0.422 10.237
C -10.799 0.783 9.687
C -10.386 1.845 10.513
C -10.324 1.594 11.878
C -10.603 0.348 12.412
C -10.984 -0.661 11.583
H -12.774 -6.315 6.186
H -13.924 -5.853 5.147
H -14.374 -6.158 6.839
H -15.812 -3.956 5.554
H -15.704 -2.350 6.283
H -15.700 -3.926 7.292
H -11.550 -3.297 4.848
H -12.999 -2.303 4.297
H -12.741 -3.959 3.821
H -11.435 -5.352 7.258
H -9.229 -5.897 8.358
H -8.136 -4.380 9.922
H -9.210 -2.255 10.432
H -10.762 0.877 8.604
H -10.003 2.749 10.075
H -9.982 2.384 12.559
H -10.541 0.145 13.489
H -11.186 -1.696 11.942
*
```



Entry 6:
Below is a structure of composition C25H42O8P2RuS2Si4Te, with properties calculated with ωB97M-V/def2-TZVPD.

molecular weight = 937.7 g mol⁻¹
Kohn-Sham gap (spin up / spin down) = 5.5 / 6.0 eV
⟨S²⟩ = 8.790
energy relative to the best compared isomer or geometry (same formula, charge and spin) = 0.0 kcal/mol
LUMO energy (spin up / spin down) = 2.055 / 0.620 eV

```
! RIJCOSX wB97M-V def2-TZVPD def2/J DEFGRID3
* xyz -1 6
Ru 0.732 -0.493 1.101
O 3.161 -1.434 2.472
P 3.710 -0.124 1.699
O 5.164 0.038 1.761
O 2.939 -0.178 0.390
O 2.974 1.098 2.532
P 1.884 1.058 3.726
O 2.596 0.076 4.815
O 1.695 2.409 4.278
O 0.702 0.259 3.214
H 3.301 -1.386 3.429
H 3.191 0.595 5.369
Te 1.108 2.141 0.196
C -0.271 2.824 -1.210
C -0.703 2.150 -2.319
C -1.617 2.900 -3.104
C -1.867 4.132 -2.576
S -0.976 4.390 -1.139
H -0.375 1.145 -2.545
H -2.074 2.533 -4.013
H -2.531 4.891 -2.959
C -1.881 -2.096 2.911
Si -0.186 -2.524 2.201
C -0.327 -4.206 1.350
C 0.887 -2.930 3.699
Si 0.365 -1.730 -0.938
Si -1.727 -2.342 -1.838
C -1.652 -3.772 -3.074
C -3.139 -2.803 -0.670
C -2.386 -0.890 -2.863
Si 2.049 -3.201 -1.656
C 1.568 -5.033 -1.715
C 2.462 -2.703 -3.432
C 3.643 -3.164 -0.669
H -2.133 -2.840 3.674
H -2.658 -2.102 2.147
H -1.864 -1.112 3.383
H -0.715 -4.946 2.059
H 0.664 -4.538 1.032
H -0.971 -4.200 0.471
H 0.313 -3.633 4.314
H 1.126 -2.055 4.301
H 1.810 -3.427 3.397
H -1.461 -4.727 -2.581
H -0.893 -3.631 -3.847
H -2.628 -3.844 -3.566
H -3.045 -3.831 -0.314
H -4.082 -2.726 -1.223
H -3.196 -2.141 0.194
H -1.725 -0.689 -3.711
H -2.459 0.026 -2.275
H -3.383 -1.122 -3.255
H 0.549 -5.212 -2.055
H 1.678 -5.488 -0.729
H 2.249 -5.554 -2.397
H 1.583 -2.780 -4.079
H 3.246 -3.345 -3.844
H 2.810 -1.669 -3.465
H 3.489 -3.508 0.356
H 4.093 -2.174 -0.626
H 4.345 -3.850 -1.156
O -1.858 0.027 0.712
S -2.725 1.173 0.289
C -4.394 0.661 0.678
C -5.330 0.677 -0.341
C -6.612 0.201 -0.092
C -6.932 -0.293 1.163
C -5.978 -0.314 2.177
C -4.703 0.166 1.939
C -2.516 2.443 1.534
C -1.540 2.263 2.498
C -1.254 3.306 3.374
C -1.964 4.493 3.287
C -2.959 4.651 2.325
C -3.231 3.629 1.433
H -5.050 1.041 -1.323
H -7.353 0.205 -0.881
H -7.927 -0.673 1.355
H -6.231 -0.711 3.151
H -3.941 0.143 2.709
H -0.988 1.333 2.565
H -0.454 3.180 4.092
H -1.735 5.308 3.962
H -3.508 5.582 2.259
H -3.981 3.754 0.659
*
```



The lowest molecular weight belongs to which entry?
C25H42N5O4S